C14H29BeP2 as an isolated structure in a non-equilibrium geometry. Source: OMol25; level of theory: the ωB97M-V functional and the def2-TZVPD basis.

XYZ file:
```
46
Properties=species:S:1:pos:R:3
C -1.204 -2.982 -2.961
C -0.499 -4.138 -2.907
C 0.741 -4.303 -2.237
C 1.411 -3.307 -1.483
C 0.815 -2.143 -1.100
Be -0.730 -2.192 -1.645
P -2.331 -1.738 -0.374
H -2.048 -2.855 -3.643
H -0.855 -5.013 -3.472
H 1.264 -5.249 -2.398
H 1.333 -1.436 -0.452
H 2.452 -3.534 -1.189
H -2.229 -2.243 0.951
H -3.545 -2.320 -0.812
H -2.767 -0.376 -0.356
C -1.510 0.528 2.818
C -1.399 1.390 1.551
C -1.234 2.874 1.908
P -0.174 0.594 0.355
C -0.005 1.479 -1.284
C 0.043 3.008 -1.211
C 1.144 0.926 -2.152
C 1.515 0.682 1.116
C 1.807 1.989 1.845
C 1.756 -0.525 2.037
H -0.650 0.658 3.490
H -1.614 -0.541 2.591
H -2.401 0.832 3.386
H -2.345 1.273 0.997
H -0.625 3.015 2.812
H -0.801 3.474 1.102
H -2.227 3.292 2.125
H -0.952 1.195 -1.774
H 0.801 3.371 -0.504
H 0.313 3.396 -2.203
H -0.936 3.437 -0.967
H 1.023 -0.145 -2.362
H 1.122 1.458 -3.114
H 2.126 1.092 -1.686
H 2.206 0.603 0.263
H 1.337 1.993 2.838
H 2.894 2.065 1.992
H 1.492 2.874 1.281
H 1.734 -1.477 1.492
H 2.747 -0.413 2.497
H 1.006 -0.569 2.839
```

HOMO level (eV): -1.14
Net charge: -1
Relative energy (zero: lowest compared OMol25 entry of this formula, charge and spin) (kJ/mol): 0.0
Total energy (hartree): -1248.16441
Frontier orbital gap (eV): 4.01

natural (NBO) atomic charge list, values in e, 2 entries:
1. C -1.123
2. C -0.254

***

A 2-piece molecular cluster, CH4NP overall in a non-equilibrium geometry. Source: OMol25; level of theory: the ωB97M-V functional and the def2-TZVPD basis.

XYZ file:
```
7
Properties=species:S:1:pos:R:3
C -0.468 0.506 -0.905
N 0.946 -1.150 2.163
P 0.157 0.150 2.109
H 0.352 1.091 -0.835
H -0.164 -0.436 -1.230
H -1.422 0.854 -0.580
H 1.431 -1.840 2.826
```

HOMO level (spin up / spin down) (eV): -8.29 / -7.02
Relative energy (zero: lowest compared OMol25 entry of this formula, charge and spin) (kJ/mol): 276.8
Total energy (hartree): -436.45854
Frontier orbital gap (spin up / spin down) (eV): 8.24 / 6.74

natural (NBO) atomic charge list, values in e, 2 entries:
1. C -0.568
2. N -1.164

***

A 3-piece molecular cluster, C2H9NS overall in a non-equilibrium geometry. Source: OMol25; level of theory: the ωB97M-V functional and the def2-TZVPD basis.

XYZ file:
```
13
Properties=species:S:1:pos:R:3
H 2.393 1.376 0.361
H 1.746 1.438 -0.024
C -1.495 0.714 0.305
C -0.712 0.239 1.378
S -1.422 -1.238 0.565
H -0.967 1.059 -0.570
H -2.560 0.878 0.402
H 0.398 0.031 1.345
H -1.117 0.313 2.361
N 1.169 -1.108 -1.630
H 1.037 -1.147 -0.602
H 0.537 -0.453 -1.932
H 0.993 -2.101 -1.960
```

HOMO level (eV): -8.64
Relative energy (zero: lowest compared OMol25 entry of this formula, charge and spin) (kJ/mol): 225.5
Total energy (hartree): -534.44377
SMILES: [H][H].C1CS1.N
Frontier orbital gap (eV): 9.38

natural (NBO) atomic charge list, values in e, 2 entries:
1. H 0.015
2. H -0.016

***

One molecule with the formula C4H6ClN3S in a non-equilibrium geometry. Source: OMol25; level of theory: the ωB97M-V functional and the def2-TZVPD basis.

XYZ file:
```
15
Properties=species:S:1:pos:R:3
H -1.770 2.463 -1.628
N -0.729 2.488 -1.525
C -0.381 1.500 -0.824
C 1.274 1.174 -0.733
S 2.247 2.261 -1.381
N 1.588 0.066 -0.060
C 0.590 -0.774 0.589
N -0.629 -0.075 1.023
C -1.265 0.589 -0.070
Cl -1.748 -0.678 -1.283
H 2.500 -0.324 0.197
H 0.375 -1.573 -0.137
H 0.874 -1.238 1.515
H -1.397 -0.559 1.399
H -2.322 0.888 0.189
```

HOMO level (eV): -8.36
Relative energy (zero: lowest compared OMol25 entry of this formula, charge and spin) (kJ/mol): 0.0
Total energy (hartree): -1178.61054
SMILES: [H]/N=C1/C(=S)NCN[C@@H]1Cl
Frontier orbital gap (eV): 8.45

natural (NBO) atomic charge list, values in e, 2 entries:
1. H 0.342
2. N -0.526